# 1
{
  "formula": "C4H6N2O",
  "method": "the ωB97M-V functional and the def2-TZVPD basis",
  "species": ["O", "N", "N", "C", "C", "C", "C", "H", "H", "H", "H", "H", "H"],
  "xyz": [[0.79, -1.98, 0.31], [-0.48, 1.29, -0.13], [1.91, 0.86, -0.07], [-1.39, -0.72, 0.12], [-1.66, 0.61, -0.05], [0.03, -0.85, 0.15], [0.57, 0.41, -0.01], [0.53, -2.60, -0.38], [-2.61, 1.13, -0.13], [2.47, 0.19, -0.60], [-2.12, -1.52, 0.25], [2.32, 0.91, 0.85], [-0.35, 2.27, -0.32]],
  "nbo_charge": [-0.69, -0.50, -0.84, -0.35, -0.07, 0.17, 0.20, 0.48, 0.21, 0.38, 0.22, 0.37, 0.42],
  "total_charge": 0,
  "relative_energy_ev": 0.957,
  "smiles": "Nc1[nH]ccc1O",
  "homo_energy_ev": -7.9
}

***

# 2
{
  "formula": "C32H34Cl4N6",
  "method": "the ωB97M-V functional and the def2-TZVPD basis",
  "species": ["Cl", "Cl", "Cl", "Cl", "N", "N", "N", "N", "N", "N", "C", "C", "C", "C", "C", "C", "C", "C", "C", "C", "C", "C", "C", "C", "C", "C", "C", "C", "C", "C", "C", "C", "C", "C", "C", "C", "C", "C", "C", "C", "C", "C", "H", "H", "H", "H", "H", "H", "H", "H", "H", "H", "H", "H", "H", "H", "H", "H", "H", "H", "H", "H", "H", "H", "H", "H", "H", "H", "H", "H", "H", "H", "H", "H", "H", "H"],
  "xyz": [[-1.23, 1.44, 0.37], [1.15, 0.24, -0.96], [-0.35, 4.87, -0.22], [-0.98, 3.90, -2.91], [5.24, 2.40, -4.48], [-4.13, 2.99, 4.65], [0.48, -1.06, -4.84], [-1.79, -1.92, 6.72], [-2.65, -3.83, 1.01], [4.47, -0.62, 0.43], [3.16, 2.66, -5.69], [-0.30, -3.80, 0.49], [0.28, 4.13, -1.66], [-0.94, -1.89, 4.43], [-0.57, -2.88, -0.55], [2.89, -0.67, 2.80], [-1.90, -2.48, -0.82], [3.18, 2.04, -3.35], [-1.34, -4.22, 1.22], [0.45, -2.74, 6.23], [4.53, 2.03, -3.41], [-5.36, 2.59, 4.85], [2.89, -1.77, 1.93], [-6.03, 1.69, 4.01], [-1.95, -1.59, 5.37], [-0.22, -0.91, -7.20], [4.40, 0.48, 1.21], [-3.54, 2.63, 3.47], [3.67, 0.41, 2.44], [-0.97, 0.20, -6.85], [-0.17, 0.05, -4.60], [2.52, 2.36, -4.52], [-5.45, 1.27, 2.78], [-0.93, 0.76, -5.56], [-0.60, -2.47, 7.10], [0.29, 0.48, 0.63], [4.54, 2.68, -5.63], [0.47, -1.51, -6.11], [-4.15, 1.81, 2.52], [0.33, -2.38, 4.87], [3.64, -1.66, 0.80], [-2.98, -2.89, 0.05], [-2.00, -1.84, -1.68], [0.74, -4.08, 0.57], [-4.03, -2.70, -0.06], [1.44, 2.39, -4.49], [-2.55, 3.05, 3.34], [5.01, 2.77, -6.60], [-2.96, -1.37, 5.08], [1.03, -2.71, 4.12], [0.09, -2.57, -1.35], [-0.23, 0.33, -3.56], [0.98, -2.45, -6.27], [3.64, 1.33, 3.00], [2.29, -2.66, 1.98], [-1.16, -4.89, 2.05], [2.59, 2.75, -6.60], [-0.09, -1.36, -8.18], [-1.18, -1.71, 3.40], [-0.04, -0.49, 1.02], [2.44, -0.71, 3.78], [-5.72, 3.01, 5.77], [2.58, 1.82, -2.48], [-3.80, 1.70, 1.50], [5.16, 1.70, -2.60], [-0.54, -2.88, 8.10], [1.34, -3.21, 6.62], [-6.10, 0.69, 2.14], [3.55, -2.49, 0.12], [0.73, 3.18, -1.36], [-7.01, 1.33, 4.27], [0.88, 0.96, 1.41], [1.15, 4.69, -2.01], [-1.58, 1.59, -5.37], [4.94, 1.34, 0.85], [-1.63, 0.65, -7.58]],
  "lowdin_charge": [0.51, 0.56, 0.53, 0.49, 0.06, 0.04, 0.06, 0.05, 0.05, 0.06, -0.07, -0.10, -1.07, -0.07, -0.09, -0.09, -0.06, -0.08, -0.17, -0.08, -0.17, -0.18, -0.10, -0.07, -0.11, -0.05, -0.12, -0.13, -0.08, -0.09, -0.19, -0.10, -0.05, -0.06, -0.16, -0.89, -0.13, -0.14, -0.08, -0.07, -0.18, -0.09, 0.09, 0.09, 0.09, 0.08, 0.09, 0.10, 0.10, 0.08, 0.08, 0.07, 0.10, 0.10, 0.08, 0.10, 0.10, 0.10, 0.08, 0.00, 0.09, 0.10, 0.03, 0.05, 0.10, 0.10, 0.10, 0.10, 0.10, -0.02, 0.09, 0.03, 0.04, 0.09, 0.10, 0.10],
  "total_charge": 0,
  "relative_energy_ev": 1.897,
  "smiles": "c1ccncc1.c1ccncc1.c1ccncc1.c1ccncc1.c1ccncc1.c1ccncc1.ClCCl.ClCCl",
  "homo_energy_ev": -9.6
}

***

# 3
{
  "formula": "C23H48N2O25",
  "method": "the ωB97M-V functional and the def2-TZVPD basis",
  "species": ["O", "O", "O", "O", "O", "O", "O", "O", "O", "O", "O", "O", "O", "O", "O", "O", "O", "O", "O", "O", "O", "O", "O", "O", "O", "N", "N", "C", "C", "C", "C", "C", "C", "C", "C", "C", "C", "C", "C", "C", "C", "C", "C", "C", "C", "C", "C", "C", "C", "C", "H", "H", "H", "H", "H", "H", "H", "H", "H", "H", "H", "H", "H", "H", "H", "H", "H", "H", "H", "H", "H", "H", "H", "H", "H", "H", "H", "H", "H", "H", "H", "H", "H", "H", "H", "H", "H", "H", "H", "H", "H", "H", "H", "H", "H", "H", "H", "H"],
  "xyz": [[1.26, -3.73, 2.03], [-4.98, -1.44, 1.92], [-0.45, -2.45, 1.83], [-0.81, 0.59, 0.12], [-1.26, -5.46, -2.83], [-7.10, -1.26, 2.23], [5.40, -1.55, 0.10], [5.59, 3.94, 0.67], [-3.39, -5.87, -2.25], [0.59, 5.24, -2.12], [5.44, -1.28, -2.14], [4.68, 2.44, 2.10], [7.24, -1.95, -0.96], [-2.40, -3.86, -1.93], [6.54, 3.38, 2.63], [-0.39, 1.32, 6.62], [-0.13, 0.92, 4.52], [-2.17, 2.03, -4.41], [1.22, 3.93, -0.41], [-0.94, 4.42, -0.88], [-2.60, -0.09, -5.03], [1.22, -0.10, -0.02], [-6.17, -0.13, 0.51], [-1.81, 2.29, 5.17], [-2.67, 1.64, -6.46], [0.08, -3.48, 2.18], [0.03, -0.21, -0.25], [-0.86, 1.59, 5.40], [-0.36, -1.29, -1.20], [-2.44, -5.14, -2.31], [5.60, 3.30, 1.70], [-3.75, -0.87, 1.49], [-0.74, -4.45, 2.93], [5.97, -1.57, -1.10], [-1.13, -6.80, -3.34], [-0.85, 2.18, 7.64], [7.98, -2.15, -2.15], [-0.34, 1.28, 3.16], [-2.07, 1.61, -3.05], [3.98, -1.54, 0.08], [-6.10, -0.86, 1.47], [-2.87, 0.77, -7.55], [-2.49, 1.08, -5.27], [1.92, 5.35, -2.59], [-3.37, -3.42, -0.98], [0.37, 4.46, -1.07], [7.64, 4.22, 2.33], [-1.43, 3.54, 0.10], [-8.38, -0.69, 1.98], [3.70, 2.09, 1.12], [3.57, -0.59, -0.27], [-2.13, 4.04, 0.79], [0.16, -2.16, -0.80], [8.04, 3.97, 1.34], [7.43, -2.64, -2.95], [-1.00, 3.21, 7.32], [-9.13, -1.47, 2.06], [-0.02, -0.97, -2.17], [-3.64, 0.03, -7.33], [-4.36, -3.71, -1.34], [-1.82, 1.84, 8.01], [-3.35, -0.30, 2.32], [-1.80, -6.90, -4.18], [-2.00, 2.71, -0.32], [2.61, 4.61, -2.20], [-3.21, 1.36, -8.40], [-3.06, -1.62, 1.11], [3.02, 1.40, 1.63], [-8.55, 0.10, 2.71], [-0.14, 2.12, 8.46], [-1.70, -4.59, 2.45], [-3.89, -0.19, 0.65], [7.34, 5.27, 2.34], [-0.67, 3.09, 0.73], [3.69, -1.66, 1.12], [-1.27, -7.52, -2.53], [4.11, 1.44, 0.34], [8.82, -2.78, -1.88], [-1.35, 1.07, 2.80], [-2.22, 2.51, -2.46], [-3.22, -3.84, 0.01], [-8.40, -0.23, 0.99], [0.38, 0.76, 2.54], [-0.87, -4.07, 3.94], [-1.44, -1.43, -1.21], [8.37, -1.20, -2.53], [-1.08, 1.18, -2.88], [3.55, -2.31, -0.55], [1.93, 5.34, -3.68], [8.42, 4.06, 3.06], [-0.08, -6.89, -3.60], [-1.95, 0.23, -7.76], [-0.20, 2.36, 3.02], [2.31, 6.34, -2.33], [-0.20, -5.39, 3.00], [-3.36, -2.34, -1.02], [-2.78, 0.83, -2.79], [3.18, 2.95, 0.72]],
  "lowdin_charge": [0.08, 0.01, 0.05, 0.05, 0.00, 0.01, 0.02, 0.12, 0.14, 0.02, 0.13, 0.02, 0.01, -0.01, 0.01, 0.00, 0.02, 0.02, 0.12, 0.02, 0.12, 0.07, 0.12, 0.13, 0.01, -0.44, -0.41, -0.62, 0.06, -0.63, -0.63, -0.04, 0.05, -0.62, -0.02, -0.06, -0.05, -0.05, -0.02, -0.05, -0.61, -0.04, -0.63, -0.04, -0.03, -0.60, -0.05, -0.06, -0.03, -0.02, 0.06, 0.10, 0.10, 0.10, 0.09, 0.10, 0.09, 0.11, 0.10, 0.10, 0.10, 0.09, 0.10, 0.07, 0.09, 0.09, 0.06, 0.09, 0.10, 0.09, 0.09, 0.09, 0.10, 0.07, 0.10, 0.10, 0.09, 0.09, 0.08, 0.08, 0.10, 0.09, 0.08, 0.11, 0.07, 0.10, 0.09, 0.10, 0.09, 0.09, 0.09, 0.10, 0.10, 0.10, 0.10, 0.07, 0.10, 0.08],
  "total_charge": 0,
  "smiles": "C[N+](=O)[O-].C[N+](=O)[O-].COC(=O)OC.COC(=O)OC.COC(=O)OC.COC(=O)OC.COC(=O)OC.COC(=O)OC.COC(=O)OC",
  "homo_energy_ev": -10.5
}

***

# 4
{
  "formula": "CH3N5",
  "method": "the ωB97M-V functional and the def2-TZVPD basis",
  "species": ["N", "N", "N", "N", "N", "C", "H", "H", "H"],
  "xyz": [[-1.59, -0.28, 0.14], [0.21, 0.65, 0.48], [2.95, 0.62, 0.55], [0.79, -0.64, 0.08], [-2.28, 0.08, -0.74], [1.83, 0.26, 0.44], [0.61, -1.33, 0.82], [0.14, 1.26, -0.34], [-2.65, -0.61, -1.42]],
  "nbo_charge": [0.03, -0.37, -0.29, -0.46, -0.33, 0.33, 0.38, 0.35, 0.35],
  "total_charge": 0,
  "relative_energy_ev": 6.066,
  "homo_energy_ev": [-9.2, -8.7]
}

***

# 5
{
  "formula": "C5H11NO",
  "method": "the ωB97M-V functional and the def2-TZVPD basis",
  "species": ["O", "N", "C", "C", "C", "C", "C", "H", "H", "H", "H", "H", "H", "H", "H", "H", "H", "H"],
  "xyz": [[0.05, 1.72, -1.43], [0.03, -0.47, -1.03], [1.03, -0.42, -0.01], [-2.00, 0.72, -0.46], [1.01, 0.72, 1.00], [0.92, -1.80, 0.66], [-0.74, 0.67, -1.37], [-1.11, 0.42, -2.40], [-2.76, 1.33, -0.95], [-1.71, 1.21, 0.48], [-0.04, -1.89, 1.18], [0.99, 1.69, 0.49], [0.13, 0.65, 1.65], [1.71, -1.91, 1.41], [1.99, -0.41, -0.55], [1.00, -2.60, -0.07], [-2.41, -0.27, -0.24], [1.90, 0.66, 1.64]],
  "nbo_charge": [-0.59, -0.08, -0.13, -0.61, -0.65, -0.59, 0.16, 0.23, 0.23, 0.22, 0.21, 0.27, 0.20, 0.22, 0.25, 0.22, 0.22, 0.22],
  "total_charge": 0,
  "relative_energy_ev": 5.342,
  "homo_energy_ev": [-9.0, -8.9]
}

***

# 6
{
  "formula": "C2H5NO",
  "method": "the ωB97M-V functional and the def2-TZVPD basis",
  "species": ["O", "N", "C", "C", "H", "H", "H", "H", "H"],
  "xyz": [[0.26, -0.54, 0.07], [-0.74, 0.42, 0.09], [1.54, 0.09, 0.00], [-1.91, -0.09, -0.02], [-2.76, 0.55, -0.02], [2.09, 0.05, 1.00], [-2.05, -1.18, 0.00], [2.12, -0.48, -0.77], [1.45, 1.16, -0.35]],
  "nbo_charge": [-0.41, -0.12, -0.26, -0.15, 0.19, 0.18, 0.17, 0.19, 0.20],
  "total_charge": 0,
  "relative_energy_ev": 3.056,
  "smiles": "C=NOC",
  "homo_energy_ev": -9.7
}

***

# 7
{
  "formula": "C4H12",
  "method": "the ωB97M-V functional and the def2-TZVPD basis",
  "species": ["C", "C", "C", "C", "H", "H", "H", "H", "H", "H", "H", "H", "H", "H", "H", "H"],
  "xyz": [[-0.56, -0.80, 1.58], [1.79, 0.00, -1.32], [-1.92, -0.38, 1.07], [0.82, 1.17, -1.23], [-0.74, -1.87, 1.49], [-2.10, -0.86, 0.10], [1.41, -0.73, -0.48], [0.08, -0.51, 0.68], [-2.03, 0.75, 1.00], [2.76, 0.34, -1.14], [-0.29, -0.43, 2.54], [0.00, 1.03, -2.05], [-2.83, -0.69, 1.49], [1.84, -0.63, -2.20], [1.39, 2.11, -1.29], [0.36, 1.50, -0.24]],
  "nbo_charge": [-0.62, -0.61, -0.60, -0.64, 0.21, 0.20, 0.20, 0.21, 0.19, 0.20, 0.21, 0.21, 0.20, 0.22, 0.21, 0.22],
  "total_charge": 0,
  "relative_energy_ev": 1.525,
  "smiles": "CC.CC",
  "homo_energy_ev": -10.9
}

***

# 8
{
  "formula": "C6H12O",
  "method": "the ωB97M-V functional and the def2-TZVPD basis",
  "species": ["O", "C", "C", "C", "C", "C", "C", "H", "H", "H", "H", "H", "H", "H", "H", "H", "H", "H", "H"],
  "xyz": [[0.73, -0.61, 0.13], [0.11, -2.41, 1.61], [-1.02, 0.98, -1.66], [-0.19, 1.62, -0.57], [1.32, 1.63, -0.72], [-0.38, -1.29, 0.71], [0.68, 0.77, 0.32], [-0.74, -2.97, 2.03], [-1.00, -0.58, 1.28], [0.74, -3.10, 1.06], [0.78, 1.08, 1.36], [-1.15, 1.66, -2.50], [1.88, 2.51, -0.39], [-2.01, 0.69, -1.29], [0.70, -2.00, 2.45], [-1.01, -1.68, -0.10], [-0.64, 2.49, -0.10], [-0.52, 0.07, -2.03], [1.72, 1.12, -1.59]],
  "nbo_charge": [-0.53, -0.63, -0.61, -0.26, -0.44, -0.06, 0.09, 0.21, 0.17, 0.21, 0.18, 0.21, 0.22, 0.21, 0.21, 0.17, 0.21, 0.22, 0.22],
  "total_charge": 0,
  "relative_energy_ev": 1.501,
  "smiles": "CCO[C@H]1C[C@H]1C",
  "homo_energy_ev": -9.3
}

***

| no. | total energy (eV) |
| --- | --- |
| 1 | -9272.545 |
| 2 | -92762.285 |
| 3 | -78790.992 |
| 4 | -8529.029 |
| 5 | -8896.355 |
| 6 | -5690.173 |
| 7 | -4341.003 |
| 8 | -8462.853 |